No. 1
{"formula": "C36H54F6KN5O4S2Sb", "method": "the ωB97M-V functional and the def2-TZVPD basis", "homo_lumo_gap_ev": 5.3, "charge": -1, "relative_energy_ev": 0.109, "symbols": ["K", "C", "N", "C", "C", "C", "C", "C", "C", "N", "C", "C", "C", "C", "C", "C", "N", "C", "C", "C", "C", "C", "N", "H", "H", "H", "H", "H", "H", "H", "H", "H", "H", "H", "H", "H", "H", "H", "H", "H", "H", "F", "C", "F", "F", "S", "O", "O", "N", "S", "O", "O", "C", "F", "F", "F", "C", "C", "C", "C", "Sb", "C", "C", "C", "C", "C", "C", "C", "C", "H", "H", "H", "H", "H", "H", "H", "H", "H", "H", "H", "H", "H", "H", "H", "H", "H", "H", "H", "H", "H", "H", "H", "H", "H", "H", "H", "C", "C", "C", "C", "H", "H", "H", "H", "H", "H", "H", "H", "H"], "xyz": [[0.314, -1.036, -0.879], [-0.636, -2.228, 1.993], [-0.308, -3.177, 0.911], [-1.419, -4.018, 0.510], [-2.405, -3.465, -0.495], [-3.750, -3.812, -0.359], [-4.626, -3.530, -1.389], [-4.138, -2.893, -2.521], [-2.803, -2.535, -2.539], [-1.949, -2.807, -1.556], [0.853, -3.983, 1.307], [1.934, -4.029, 0.256], [2.107, -5.114, -0.592], [3.131, -5.081, -1.525], [3.957, -3.973, -1.567], [3.708, -2.935, -0.682], [2.725, -2.953, 0.209], [-1.887, -1.391, 1.816], [-3.043, -1.731, 2.524], [-3.978, -0.669, 2.724], [-3.867, 0.481, 2.038], [-2.894, 0.548, 0.891], [-1.710, -0.285, 1.122], [0.206, -1.527, 2.044], [-0.678, -2.752, 2.963], [-1.991, -4.373, 1.383], [-0.991, -4.902, 0.025], [-4.090, -4.284, 0.551], [-5.674, -3.792, -1.307], [-4.778, -2.651, -3.359], [-2.391, -2.001, -3.389], [0.546, -5.000, 1.590], [1.302, -3.524, 2.190], [1.439, -5.963, -0.527], [3.271, -5.899, -2.219], [4.755, -3.888, -2.291], [4.317, -2.039, -0.705], [-3.045, -2.598, 3.172], [-4.713, -0.751, 3.522], [-4.464, 1.349, 2.293], [-2.537, 1.591, 0.791], [0.937, -1.391, -6.211], [0.488, -1.757, -5.010], [-0.489, -2.647, -5.187], [-0.044, -0.680, -4.421], [1.825, -2.492, -3.968], [1.200, -2.625, -2.677], [2.208, -3.670, -4.683], [3.001, -1.448, -4.027], [3.209, -0.185, -3.115], [4.503, -0.184, -2.502], [2.075, 0.200, -2.303], [3.306, 1.149, -4.387], [4.299, 0.936, -5.249], [2.167, 1.246, -5.074], [3.525, 2.321, -3.782], [1.165, 3.459, 4.088], [0.742, 2.195, 3.344], [-0.779, 2.035, 3.421], [1.360, 0.970, 4.022], [1.289, 2.079, 1.209], [0.880, 4.113, 0.443], [-0.570, 4.457, 0.785], [1.793, 5.229, 0.940], [0.982, 4.010, -1.083], [3.497, 1.982, 1.239], [4.222, 2.829, 2.278], [3.826, 0.503, 1.462], [3.996, 2.353, -0.158], [0.892, 3.361, 5.146], [0.653, 4.344, 3.707], [2.238, 3.640, 4.039], [-1.082, 1.955, 4.471], [-1.125, 1.139, 2.901], [-1.309, 2.888, 2.995], [0.985, 0.900, 5.049], [2.449, 1.019, 4.072], [1.080, 0.046, 3.511], [-0.712, 4.644, 1.850], [-1.259, 3.664, 0.486], [-0.862, 5.368, 0.249], [1.724, 5.366, 2.020], [1.502, 6.175, 0.467], [2.839, 5.051, 0.688], [0.335, 3.225, -1.479], [1.998, 3.801, -1.422], [0.669, 4.959, -1.534], [3.978, 2.532, 3.297], [4.001, 3.893, 2.174], [5.305, 2.703, 2.155], [3.476, 0.133, 2.428], [4.911, 0.360, 1.423], [3.386, -0.128, 0.689], [3.905, 3.421, -0.362], [3.465, 1.804, -0.941], [5.056, 2.090, -0.248], [-6.036, 0.583, -0.524], [-4.662, 1.122, -0.921], [-4.616, 1.359, -2.429], [-3.525, 0.194, -0.469], [-6.831, 1.283, -0.793], [-6.087, 0.383, 0.543], [-6.226, -0.360, -1.046], [-4.521, 2.092, -0.426], [-4.721, 0.411, -2.964], [-3.668, 1.806, -2.731], [-5.424, 2.019, -2.757], [-2.714, 0.223, -1.207], [-3.880, -0.839, -0.427]], "lowdin_charge": [0.6235, -0.1553, -0.1750, -0.1348, -0.2585, -0.0279, -0.0729, -0.0766, -0.1440, 0.1097, -0.1433, -0.2711, -0.0218, -0.0658, -0.0685, -0.1425, 0.1208, -0.3889, -0.1117, -0.1511, -0.1146, -0.3752, 0.0181, 0.0968, 0.1215, 0.1246, 0.1271, 0.1092, 0.1038, 0.0991, 0.1010, 0.1227, 0.1189, 0.1084, 0.1101, 0.1113, 0.0953, 0.0685, 0.0872, 0.0871, 0.1074, 0.1372, -0.6702, 0.1322, 0.1233, 0.5756, -0.3797, -0.2669, -0.2767, 0.5731, -0.2734, -0.4040, -0.6729, 0.1387, 0.1350, 0.1306, -0.1174, -0.7038, -0.1323, -0.1321, 1.6222, -0.7162, -0.1364, -0.1173, -0.1409, -0.7066, -0.1187, -0.1375, -0.1320, 0.0804, 0.0582, 0.0558, 0.0854, 0.0484, 0.0600, 0.0831, 0.0551, 0.0625, 0.0579, 0.0631, 0.0812, 0.0614, 0.0805, 0.0544, 0.0708, 0.0565, 0.0806, 0.0571, 0.0606, 0.0811, 0.0579, 0.0869, 0.0517, 0.0615, 0.0400, 0.0896, -0.0813, -0.4245, -0.0884, -0.1395, 0.0695, 0.0615, 0.0721, 0.1291, 0.0685, 0.0719, 0.0689, 0.0994, 0.1055]}

No. 2
{"formula": "C12H17NO", "method": "the ωB97M-V functional and the def2-TZVPD basis", "homo_lumo_gap_ev": 7.7, "charge": 0, "relative_energy_ev": 9.176, "symbols": ["C", "C", "C", "C", "C", "C", "C", "C", "C", "C", "C", "C", "H", "H", "H", "H", "H", "H", "H", "H", "H", "H", "H", "H", "H", "H", "H", "H", "H", "N", "O"], "xyz": [[-3.404, -0.882, -1.039], [-1.363, -0.199, 0.389], [-0.816, -1.586, -0.023], [0.586, -1.563, 0.880], [1.484, -0.548, 0.406], [2.841, -0.813, -0.017], [3.483, 0.099, -0.833], [3.096, 1.469, -0.778], [1.853, 1.851, -0.290], [1.001, 0.797, 0.180], [-0.404, 0.886, 0.857], [-0.978, 2.282, 0.662], [-4.246, -0.223, -1.564], [-3.026, -1.914, -1.466], [-3.928, -1.291, -0.046], [-2.200, 0.965, -1.068], [-2.185, -0.162, 1.361], [-0.673, -1.858, -1.064], [-1.507, -2.439, 0.343], [1.100, -2.570, 1.263], [-0.118, -1.339, 1.864], [2.099, -2.892, -0.378], [4.477, 0.162, -1.376], [3.458, 2.254, -1.426], [1.730, 2.981, 0.044], [-0.207, 0.823, 1.981], [-0.322, 3.013, 1.020], [-1.952, 2.374, 1.362], [-0.944, 2.512, -0.442], [-2.278, -0.036, -0.900], [3.342, -2.151, 0.098]], "lowdin_charge": [-0.2059, -0.2827, -0.1385, -0.1591, -0.1740, -0.2895, -0.0276, -0.1159, -0.0588, -0.0957, -0.3365, -0.0909, 0.1164, 0.0879, 0.0938, 0.0801, 0.1924, 0.0990, 0.1261, 0.1341, 0.1565, 0.3363, 0.1320, 0.0948, 0.1475, 0.1626, 0.0315, 0.1384, 0.0992, -0.1424, -0.1109]}

No. 3
{"formula": "C31H33F5O17S", "method": "the ωB97M-V functional and the def2-TZVPD basis", "homo_lumo_gap_ev": 8.2, "smiles": "CCCCCCc1ccc2c(c1S)C(=O)C=CC2=O.O=C1OC[C@@H](F)O1.O=C1OC[C@@H](F)O1.O=C1OC[C@@H](F)O1.O=C1OC[C@@H](F)O1.O=C1OC[C@@H](F)O1", "charge": 0, "symbols": ["C", "C", "C", "C", "C", "C", "C", "C", "C", "C", "C", "C", "S", "C", "O", "C", "C", "C", "O", "H", "H", "H", "H", "H", "H", "H", "H", "H", "H", "H", "H", "H", "H", "H", "H", "H", "H", "O", "C", "O", "C", "C", "F", "O", "H", "H", "H", "O", "C", "O", "C", "C", "F", "O", "H", "H", "H", "O", "C", "O", "C", "C", "F", "O", "H", "H", "H", "O", "C", "O", "C", "C", "F", "O", "H", "H", "H", "O", "C", "O", "C", "C", "F", "O", "H", "H", "H"], "xyz": [[-1.709, -4.436, 3.101], [-1.962, -2.895, 2.772], [-3.352, -2.399, 3.396], [-3.212, -0.917, 3.991], [-4.248, 0.117, 3.395], [-3.664, 1.011, 2.197], [-2.408, 1.798, 2.743], [-2.523, 2.989, 3.675], [-1.343, 3.680, 4.213], [-0.035, 3.166, 3.810], [0.099, 2.031, 2.869], [-1.072, 1.317, 2.312], [-0.822, -0.075, 1.167], [1.573, 1.613, 2.511], [1.909, 1.257, 1.407], [2.585, 1.748, 3.702], [2.461, 2.788, 4.565], [1.284, 3.806, 4.364], [1.378, 4.978, 4.636], [-2.377, -5.025, 2.422], [-2.002, -4.589, 4.172], [-0.646, -4.713, 2.893], [-2.014, -2.705, 1.668], [-1.105, -2.320, 3.206], [-3.629, -3.072, 4.254], [-4.110, -2.441, 2.563], [-2.141, -0.603, 3.926], [-3.443, -1.000, 5.094], [-4.553, 0.793, 4.243], [-5.176, -0.434, 3.080], [-3.451, 0.296, 1.366], [-4.452, 1.747, 1.902], [-3.524, 3.357, 3.989], [-1.405, 4.539, 4.914], [-1.090, 0.405, -0.091], [3.386, 0.971, 3.812], [3.157, 2.947, 5.427], [1.940, -4.956, -3.086], [1.848, -4.316, -2.089], [1.568, -2.983, -2.059], [1.413, -2.626, -0.686], [2.192, -3.700, 0.013], [1.657, -3.982, 1.224], [2.017, -4.821, -0.834], [0.351, -2.638, -0.426], [1.809, -1.629, -0.493], [3.258, -3.485, 0.122], [-4.421, 3.289, -2.960], [-4.513, 3.937, -1.971], [-4.802, 5.270, -1.949], [-4.952, 5.638, -0.581], [-4.162, 4.571, 0.119], [-4.687, 4.288, 1.332], [-4.330, 3.446, -0.708], [-6.011, 5.619, -0.312], [-4.561, 6.638, -0.396], [-3.096, 4.793, 0.220], [2.853, 1.859, -6.484], [2.206, 1.088, -5.857], [2.586, 0.567, -4.656], [1.488, -0.202, -4.173], [0.746, -0.528, -5.435], [-0.588, -0.620, -5.210], [0.991, 0.603, -6.249], [0.896, 0.406, -3.483], [1.832, -1.093, -3.650], [1.096, -1.429, -5.944], [4.085, 6.988, -1.019], [3.450, 6.215, -0.383], [3.842, 5.704, 0.818], [2.754, 4.929, 1.312], [2.007, 4.589, 0.057], [0.673, 4.486, 0.293], [2.235, 5.717, -0.764], [2.162, 5.534, 2.004], [3.110, 4.043, 1.838], [2.361, 3.688, -0.449], [5.371, -9.784, -5.744], [4.785, -8.753, -5.680], [3.566, -8.600, -5.094], [3.274, -7.204, -5.106], [4.127, -6.710, -6.237], [4.548, -5.440, -6.016], [5.246, -7.573, -6.192], [3.554, -6.766, -4.147], [2.213, -7.027, -5.275], [3.654, -6.774, -7.220]], "lowdin_charge": [-0.1131, -0.2883, -0.1871, -0.1955, -0.1866, -0.1567, -0.1602, 0.0134, 0.0149, -0.0698, -0.0699, -0.4245, 0.8016, -0.3438, 0.0504, 0.0125, 0.0157, -0.3308, 0.0958, 0.0736, 0.0700, 0.0578, 0.0700, 0.0793, 0.1000, 0.1092, 0.0825, 0.1081, 0.1033, 0.1109, 0.0836, 0.1005, 0.1084, 0.1186, -0.0864, 0.1274, 0.1280, 0.1755, -0.5279, 0.0562, -0.0643, -0.3120, 0.0783, 0.1472, 0.1344, 0.1382, 0.1784, 0.1875, -0.5344, 0.0784, -0.0604, -0.3330, 0.0654, 0.1285, 0.1474, 0.1434, 0.1769, 0.1849, -0.5386, 0.0741, -0.0653, -0.3184, 0.0758, 0.1386, 0.1463, 0.1218, 0.1770, 0.1861, -0.5363, 0.0822, -0.0640, -0.3194, 0.0684, 0.1387, 0.1422, 0.1275, 0.1742, 0.1785, -0.5416, 0.0753, -0.0711, -0.3212, 0.0735, 0.1355, 0.1335, 0.1411, 0.1744]}

| no. | LUMO (eV) | E_HOMO (Eh) |
| --- | --- | --- |
| 1 | 2.2 | -0.116 |
| 2 | -0.6 | -0.306 |
| 3 | -1.6 | -0.359 |